An isolated molecule of C5H6Br2 at a distorted geometry. Source: the OMol25 dataset; level of theory: the ωB97M-V functional and the def2-TZVPD basis.

The calculation puts the orbital gap at 0.3726 Ha. For the energy above the lowest of the compared OMol25 structures with the same formula, charge and spin, the calculation gives 189.6 kJ/mol. Its largest force on an atom is 0.09328 Eh/bohr. As for the multiplicity: 1. The value obtained for the total energy is -145364.368 eV.

Last column: Mulliken charge in e.
Geometry (Å):
C: -0.085 -0.078 1.104  0.318
C: -0.144 0.051 2.427  -0.688
C: -0.838 0.071 -0.250  -0.498
C: 0.454 -0.323 -1.110  -0.525
C: 1.411 -0.268 0.076  -0.161
Br: 1.349 -0.179 3.649  -0.148
Br: 2.447 -1.834 0.417  -0.107
H: -0.943 0.398 3.047  0.404
H: -1.616 -0.676 -0.280  0.236
H: -1.468 1.038 -0.474  0.285
H: 0.341 -1.318 -1.608  0.284
H: 0.790 0.333 -1.939  0.261
H: 1.829 0.827 0.244  0.337

=====

A cluster of 2 separate species, C5H6Br2Cl2 in total at a distorted geometry. Source: the OMol25 dataset; level of theory: the ωB97M-V functional and the def2-TZVPD basis.

The calculation puts the orbital gap (alpha / beta) at 0.3319 / 0.2300 Ha. For the energy above the lowest of the compared OMol25 structures with the same formula, charge and spin, the calculation gives 120.9 kJ/mol. Its largest force on an atom is 0.05223 Eh/bohr. The expectation value of S² is 2.0073. As for the multiplicity: 3. The value obtained for the total energy is -170407.677 eV.

Last column: Mulliken charge in e.
Geometry (Å):
C: 0.375 -0.116 -0.832  0.905
C: 0.580 -0.239 0.648  0.928
C: 1.635 -0.720 -0.214  -0.826
C: -0.486 -1.054 -1.686  -1.269
C: 0.598 0.894 1.593  -1.471
Cl: 0.498 1.569 -1.406  -0.188
Cl: -0.279 -1.532 1.620  -0.203
Br: 3.824 1.341 0.207  -0.010
Br: 2.371 -2.365 -0.417  -0.014
H: 0.014 -0.985 -2.709  0.291
H: -1.522 -0.914 -1.698  0.399
H: -0.445 -2.045 -1.233  0.337
H: 1.422 1.535 1.521  0.287
H: 0.732 0.333 2.445  0.540
H: -0.300 1.463 1.637  0.295

=====

A cluster of 2 separate species, C5H6BrCl in total at a distorted geometry. Source: the OMol25 dataset; level of theory: the ωB97M-V functional and the def2-TZVPD basis.

The calculation puts the orbital gap (alpha / beta) at 0.3055 / 0.2816 Ha. For the energy above the lowest of the compared OMol25 structures with the same formula, charge and spin, the calculation gives 564.4 kJ/mol. Its largest force on an atom is 0.07682 Eh/bohr. As for the multiplicity: 1. The value obtained for the total energy is -87839.637 eV.

Last column: Mulliken charge in e.
Geometry (Å):
C: -0.755 -1.500 -1.009  -0.379
C: -0.610 -1.202 1.199  -0.332
C: 0.016 -0.641 0.054  -0.077
C: -1.448 -0.697 0.061  0.098
C: 2.353 2.664 -0.111  -0.485
Cl: 1.894 1.026 0.102  -0.005
Br: -2.820 0.528 0.137  -0.126
H: -0.868 -1.076 -2.081  0.218
H: -0.657 -2.640 -1.033  0.167
H: -0.710 -2.252 1.396  0.146
H: -0.554 -0.624 2.131  0.244
H: 1.898 3.476 0.395  0.305
H: 2.261 2.937 -1.241  0.224

=====

A cluster of 2 separate species, C5H6BrClO2 in total at a distorted geometry. Source: the OMol25 dataset; level of theory: the ωB97M-V functional and the def2-TZVPD basis.

The calculation puts the orbital gap at 0.3400 Ha. For the energy above the lowest of the compared OMol25 structures with the same formula, charge and spin, the calculation gives 0.0 kJ/mol. Its largest force on an atom is 0.08183 Eh/bohr. As for the multiplicity: 1. The value obtained for the total energy is -91939.770 eV.

Last column: Mulliken charge in e.
Geometry (Å):
C: 1.739 1.096 -1.380  0.778
C: -1.256 -0.560 0.770  0.843
C: 2.913 1.067 -0.872  -1.011
C: -2.167 0.031 -0.280  -1.289
C: -0.215 -1.399 0.638  -0.100
O: 0.644 1.246 -1.652  -0.314
O: -1.547 0.019 1.953  -0.500
Cl: 0.757 -1.998 1.993  -0.229
Br: 0.314 -2.202 -0.979  -0.147
H: -0.900 -0.024 2.644  0.308
H: 3.052 1.627 -0.029  0.272
H: 3.627 0.442 -1.258  0.284
H: -2.136 -0.637 -1.131  0.336
H: -3.023 0.370 0.167  0.432
H: -1.803 0.921 -0.583  0.337

=====

A structure of composition C5H6BrF at a distorted geometry. Source: the OMol25 dataset; level of theory: the ωB97M-V functional and the def2-TZVPD basis.

The calculation puts the orbital gap (alpha / beta) at 0.2869 / 0.2861 Ha. For the energy above the lowest of the compared OMol25 structures with the same formula, charge and spin, the calculation gives 439.6 kJ/mol. Its largest force on an atom is 0.10086 Eh/bohr. As for the multiplicity: 1. The value obtained for the total energy is -78035.832 eV.

Last column: Mulliken charge in e.
Geometry (Å):
C: 0.571 1.215 1.408  0.127
C: 1.404 -0.376 0.464  -0.402
C: -0.290 1.199 0.115  -0.726
C: 0.274 -0.138 -0.508  0.578
C: -0.802 -1.200 -0.813  -1.344
F: 1.232 2.305 1.722  -0.204
Br: 1.748 -1.990 1.360  -0.094
H: -1.374 1.127 0.540  0.210
H: -0.318 2.043 -0.427  0.478
H: 0.791 0.192 -1.345  0.316
H: -1.552 -1.106 0.078  0.290
H: -0.327 -2.118 -0.904  0.400
H: -1.356 -1.154 -1.691  0.370

=====

A structure of composition C5H6BrO3 at a distorted geometry. Source: the OMol25 dataset; level of theory: the ωB97M-V functional and the def2-TZVPD basis.

The calculation puts the orbital gap at 0.1985 Ha. For the energy above the lowest of the compared OMol25 structures with the same formula, charge and spin, the calculation gives 221.7 kJ/mol. Its largest force on an atom is 0.07499 Eh/bohr. As for the multiplicity: 1. As for the total charge: -1. The value obtained for the total energy is -81464.744 eV.

Last column: Mulliken charge in e.
Geometry (Å):
C: 1.009 3.828 -0.001  -0.399
C: 0.612 2.745 0.380  -0.224
C: -2.731 -0.875 -3.956  0.643
C: -0.452 -1.856 0.336  -0.706
C: 0.643 -0.879 0.498  -0.167
O: -3.471 -1.736 -3.822  -0.345
O: -2.200 0.095 -4.177  -0.301
O: 1.914 -1.564 0.551  -0.444
Br: 0.113 -0.295 2.822  -0.671
H: 0.961 4.895 -0.329  0.287
H: 0.362 1.766 0.718  0.414
H: -0.722 -1.616 -0.676  0.086
H: -1.282 -1.540 1.000  0.276
H: -0.156 -2.976 0.380  0.251
H: 2.627 -0.989 0.870  0.299

=====

A structure of composition C5H6CeCl2N2NdO4 at a distorted geometry. Source: the OMol25 dataset; level of theory: the ωB97M-V functional and the def2-TZVPD basis.

The calculation puts the orbital gap (alpha / beta) at 0.1835 / 0.1975 Ha. For the energy above the lowest of the compared OMol25 structures with the same formula, charge and spin, the calculation gives 45.7 kJ/mol. Its largest force on an atom is 0.21426 Eh/bohr. The expectation value of S² is 6.0066. As for the multiplicity: 5. As for the total charge: +4. The value obtained for the total energy is -69657.090 eV.

Last column: Mulliken charge in e.
Geometry (Å):
Nd: -0.713 0.133 -3.634  1.684
Ce: 0.194 0.579 -0.573  1.499
Cl: -1.150 -1.863 -1.632  -0.342
Cl: -0.908 2.511 -1.964  -0.254
C: 1.554 2.299 0.258  0.208
C: 0.395 -1.674 -4.714  0.062
C: 0.498 1.468 -5.233  0.040
O: 2.105 3.223 0.726  0.071
O: 0.719 -2.621 -5.310  0.126
O: 0.867 2.138 -6.077  0.157
C: 1.396 -0.522 2.324  -0.574
N: 0.011 -0.638 2.909  -0.201
C: -1.148 -0.399 2.262  0.897
N: -2.329 -0.676 2.894  -0.364
O: -1.216 0.084 1.078  -0.539
H: 1.556 -0.533 1.215  0.076
H: 1.921 -1.446 2.603  0.363
H: 1.903 0.344 2.781  0.378
H: -0.105 -0.891 3.884  0.246
H: -3.173 -0.523 2.349  0.244
H: -2.377 -0.993 3.852  0.223

=====

An isolated molecule of C5H6Cl2 at a distorted geometry. Source: the OMol25 dataset; level of theory: the ωB97M-V functional and the def2-TZVPD basis.

The calculation puts the orbital gap at 0.3846 Ha. For the energy above the lowest of the compared OMol25 structures with the same formula, charge and spin, the calculation gives 136.0 kJ/mol. Its largest force on an atom is 0.04749 Eh/bohr. As for the multiplicity: 1. The value obtained for the total energy is -30324.638 eV.

Last column: Mulliken charge in e.
Geometry (Å):
C: 0.462 1.315 0.486  -0.629
C: -0.338 0.265 1.144  -0.771
C: 0.127 0.042 -0.303  0.419
C: -1.325 -0.056 0.012  0.840
C: 1.005 -1.031 -0.964  -1.222
Cl: -2.500 1.217 -0.453  -0.224
Cl: -2.200 -1.592 0.085  -0.185
H: -0.083 2.258 0.322  0.173
H: 1.434 1.603 0.885  0.275
H: -0.182 -0.138 2.090  0.351
H: 0.981 -1.817 -0.164  0.291
H: 2.012 -0.766 -1.227  0.362
H: 0.607 -1.299 -1.915  0.319